Entry 1:
Formula: C4H9NO
Source: the Open Molecules 2025 dataset
Level of theory: ωB97M-V with the def2-TZVPD basis set

Geometry (Å):
C1 -1.662885 0.968904 0.735868
N1 -2.393198 0.176309 -0.011961
C2 -1.168776 -0.689243 -0.236882
C3 0.238050 -0.246451 -0.677230
C4 1.418879 -0.263466 0.138585
O1 2.619896 -0.373004 -0.191306
H1 -1.501502 2.001426 0.423731
H2 -1.635169 0.809660 1.812753
H3 2.538985 2.285039 0.425982
H4 3.136523 2.009470 0.758478
H5 -0.901229 -1.502022 0.541401
H6 -1.591667 -1.362833 -0.989317
H7 0.339924 0.372122 -1.541921
H8 0.906689 -1.265482 -0.563361
H9 1.179017 -0.216607 1.243606

Forces on atoms 1 to 6 (eV/Å):
C -3.9 0.9 -0.4
N 2.9 1.6 -0.2
C 0.5 -3.9 1.4
C 0.1 -1.0 -0.4
C 2.9 2.0 3.6
O -2.2 0.6 0.0

Computed properties:
Charge = 0
HOMO level = -8.6 eV
LUMO = -0.68 eV
Relative energy (zero: lowest compared OMol25 entry of this formula, charge and spin) = 203.46 kcal per mole

Charges in e, computed with natural (NBO), in the same order as the atoms:
1 C 0.124
2 N -0.522
3 C -0.315
4 C -0.443
5 C 0.282
6 O -0.587
7 H 0.148
8 H 0.160
9 H -0.027
10 H 0.026
11 H 0.185
12 H 0.268
13 H 0.249
14 H 0.325
15 H 0.126


Entry 2:
Formula: C4H9NO
Source: the Open Molecules 2025 dataset
Level of theory: ωB97M-V with the def2-TZVPD basis set

Geometry (Å):
C1 2.843278 1.414340 -0.279572
C2 1.900646 0.553629 0.274237
C3 0.891339 -0.223997 -0.499138
C4 0.040343 -0.967935 0.281269
N1 -1.227679 -1.411922 0.052210
H1 3.668431 1.623901 0.288211
H2 2.937619 1.632343 -1.347384
H3 2.190514 0.191133 1.265515
H4 0.764077 -0.021863 -1.515357
H5 0.391718 -0.971224 1.313607
H6 -1.711889 -1.698819 0.992825
H7 -1.806908 -1.120894 -0.676161
O1 -3.718883 -0.075383 -0.089434
H8 -3.778966 0.675762 -0.699143
H9 -3.383640 0.400929 0.638316

Forces on atoms 1 to 6 (eV/Å):
C -3.2 -2.5 -0.5
C 2.7 0.1 -2.6
C -0.3 0.0 3.3
C 0.7 2.2 -0.7
N 0.3 -2.3 4.5
H 1.8 1.0 1.5

Computed properties:
Charge = 0
HOMO level = -7.2 eV
LUMO = 0.55 eV
Relative energy (zero: lowest compared OMol25 entry of this formula, charge and spin) = 67.67 kcal per mole
Structure (SMILES) = C=C/C=C/N.O

Charges in e, computed with natural (NBO), in the same order as the atoms:
1 C -0.451
2 C -0.182
3 C -0.373
4 C 0.060
5 N -0.801
6 H 0.184
7 H 0.186
8 H 0.192
9 H 0.201
10 H 0.180
11 H 0.389
12 H 0.409
13 O -0.929
14 H 0.469
15 H 0.465


Calculated frontier orbital gap, 7.89, 7.80 eV (same order as the records).